The following is a quantum chemistry calculation of a 19-piece molecular cluster, C87H222N10O29 overall at a distorted geometry, from OMol25.

XYZ file:
```
348
Properties=species:S:1:pos:R:3
C -0.496 -8.276 -3.096
C -0.554 -6.740 -3.200
C 0.837 -6.127 -3.378
O -1.444 -6.470 -4.287
H 0.153 -8.452 -2.211
H -0.062 -8.644 -4.037
H -1.507 -8.714 -3.030
H -0.957 -6.288 -2.268
H 1.553 -6.409 -2.605
H 0.781 -5.073 -3.160
H 1.264 -6.306 -4.370
H -1.437 -5.498 -4.389
C -2.898 0.475 -6.202
C -2.800 1.951 -5.947
C -3.547 2.686 -7.105
O -3.212 2.431 -4.696
H -2.444 -0.091 -5.361
H -2.316 0.181 -7.072
H -3.910 0.134 -6.410
H -1.744 2.199 -6.029
H -4.592 2.478 -6.976
H -3.161 2.365 -8.062
H -3.455 3.778 -6.928
H -3.673 1.734 -4.201
C -2.810 5.697 -4.462
C -1.409 5.048 -4.641
C -0.375 6.130 -4.478
O -1.160 4.018 -3.689
H -2.905 6.491 -5.164
H -2.998 6.146 -3.469
H -3.562 4.886 -4.596
H -1.325 4.746 -5.685
H -0.372 6.955 -5.277
H 0.646 5.737 -4.437
H -0.403 6.586 -3.483
H -1.845 3.350 -3.927
C 1.758 1.727 -8.587
C 1.524 1.196 -7.161
C 1.106 2.301 -6.203
O 0.463 0.226 -7.157
H 2.254 2.683 -8.717
H 0.710 1.994 -8.991
H 2.166 0.987 -9.236
H 2.411 0.646 -6.833
H 1.905 2.996 -6.021
H 0.815 1.859 -5.242
H 0.265 2.860 -6.663
H 0.849 -0.535 -6.726
C -4.757 -6.292 0.318
C -4.768 -6.875 1.732
C -4.940 -8.400 1.714
O -3.561 -6.502 2.364
H -5.513 -6.678 -0.275
H -3.765 -6.526 -0.197
H -4.874 -5.238 0.376
H -5.716 -6.456 2.156
H -4.079 -8.876 1.339
H -5.864 -8.616 1.146
H -5.160 -8.673 2.806
H -3.484 -6.675 3.298
C -3.796 -8.762 5.411
C -2.836 -7.708 5.888
C -1.437 -8.070 5.610
O -3.322 -6.532 5.161
H -3.704 -8.730 4.319
H -4.823 -8.584 5.717
H -3.644 -9.811 5.816
H -2.970 -7.468 6.972
H -1.327 -8.478 4.598
H -1.013 -8.893 6.198
H -0.763 -7.227 5.700
H -2.727 -5.869 5.523
C 0.498 -6.107 2.993
C -0.186 -6.360 1.647
C 0.849 -6.790 0.587
O -1.071 -7.460 1.879
H 0.950 -7.078 3.374
H -0.381 -5.902 3.612
H 1.266 -5.328 3.063
H -0.727 -5.472 1.444
H 0.533 -6.915 -0.439
H 1.090 -7.823 0.824
H 1.720 -6.187 0.494
H -2.035 -7.226 1.783
C 8.631 -5.844 8.018
C 7.216 -5.310 8.294
C 6.944 -3.914 7.681
O 6.245 -6.232 7.687
H 9.440 -5.091 8.122
H 8.598 -6.284 6.950
H 8.939 -6.565 8.788
H 7.001 -5.351 9.379
H 7.132 -3.819 6.607
H 7.633 -3.210 8.170
H 5.944 -3.598 7.816
H 6.390 -7.115 8.052
C 2.518 0.269 -2.794
C 3.683 0.474 -3.772
C 5.009 1.025 -3.143
O 3.886 -0.830 -4.408
H 2.349 1.181 -2.255
H 2.663 -0.538 -2.094
H 1.593 0.058 -3.343
H 3.287 1.207 -4.511
H 4.774 1.390 -2.088
H 5.507 1.820 -3.713
H 5.777 0.298 -3.047
H 4.097 -0.617 -5.322
C 1.412 0.780 6.381
O 1.313 1.485 5.179
C 0.915 2.832 5.230
C -0.508 3.025 4.548
N -1.565 2.328 5.225
C -1.932 1.010 4.785
C -3.194 0.497 5.408
O -3.051 0.335 6.833
C -4.209 0.283 7.583
H 0.521 1.008 6.977
H 2.314 1.134 6.930
H 1.310 -0.282 6.075
H 1.694 3.338 4.616
H 0.943 3.144 6.238
H -0.337 2.631 3.502
H -0.732 4.102 4.387
H -1.541 2.454 6.250
H -1.248 0.218 5.199
H -1.905 0.915 3.659
H -3.446 -0.474 4.977
H -4.084 1.177 5.198
H -3.942 0.306 8.700
H -4.841 -0.602 7.288
H -4.795 1.179 7.341
C -8.042 1.723 -6.647
O -7.493 1.016 -5.517
C -6.808 -0.135 -5.810
C -6.252 -0.693 -4.532
N -5.495 0.377 -3.812
C -5.141 0.069 -2.443
C -5.104 1.374 -1.712
O -3.916 1.998 -2.202
C -3.735 3.279 -1.698
H -8.583 2.575 -6.262
H -8.834 1.074 -7.196
H -7.263 2.039 -7.340
H -5.983 0.099 -6.501
H -7.441 -0.817 -6.432
H -5.680 -1.619 -4.749
H -7.054 -0.987 -3.858
H -6.193 1.093 -3.807
H -4.201 -0.453 -2.295
H -5.895 -0.495 -1.946
H -5.042 1.120 -0.648
H -5.951 1.999 -1.856
H -3.692 3.188 -0.618
H -4.602 3.940 -1.941
H -2.789 3.789 -2.119
C -6.234 -4.725 5.045
O -5.829 -3.810 6.053
C -4.697 -4.305 6.709
C -3.521 -3.564 6.113
N -2.268 -4.139 6.528
C -1.099 -3.168 6.271
C 0.259 -3.852 6.475
O 1.223 -2.871 6.758
C 2.411 -3.407 7.190
H -5.281 -5.029 4.535
H -6.791 -4.181 4.286
H -6.804 -5.554 5.467
H -4.581 -5.408 6.556
H -4.779 -3.993 7.777
H -3.631 -2.431 6.241
H -3.600 -3.730 5.039
H -2.338 -4.145 7.576
H -1.218 -2.289 6.907
H -1.183 -2.834 5.209
H 0.516 -4.430 5.592
H 0.291 -4.574 7.248
H 3.095 -2.557 7.354
H 2.858 -4.098 6.447
H 2.287 -4.001 8.070
C 2.265 -2.294 3.454
O 1.825 -1.675 2.256
C 1.623 -0.253 2.557
C 1.097 0.471 1.386
N -0.387 0.483 1.352
C -1.029 1.391 0.468
C -0.464 1.460 -0.863
O -0.597 0.194 -1.638
C -0.791 0.460 -3.041
H 2.248 -3.415 3.339
H 1.576 -2.090 4.291
H 3.292 -1.890 3.751
H 2.609 0.197 2.802
H 1.006 -0.204 3.481
H 1.524 0.166 0.470
H 1.357 1.489 1.546
H -0.587 -0.427 1.007
H -0.940 2.358 0.890
H -2.143 1.218 0.439
H 0.575 1.700 -0.955
H -0.940 2.288 -1.450
H -0.559 -0.380 -3.649
H -0.149 1.276 -3.364
H -1.820 0.765 -3.181
C 5.911 8.519 -0.847
O 4.976 9.185 -1.722
C 3.727 8.487 -1.864
C 2.983 9.149 -2.946
N 2.705 10.519 -2.483
C 1.923 11.250 -3.414
C 0.457 11.253 -3.073
O -0.084 9.895 -3.306
C -1.473 9.735 -3.073
H 5.341 8.484 0.154
H 6.799 9.070 -0.879
H 5.990 7.517 -1.212
H 3.112 8.514 -0.939
H 4.014 7.452 -2.107
H 2.094 8.548 -3.200
H 3.689 9.114 -3.837
H 3.668 10.943 -2.424
H 1.948 10.995 -4.556
H 2.187 12.300 -3.463
H -0.192 11.822 -3.705
H 0.246 11.526 -2.040
H -2.056 9.911 -3.934
H -1.851 10.459 -2.259
H -1.671 8.716 -2.802
C 5.590 -2.570 -6.530
O 4.518 -1.762 -6.926
C 3.458 -2.319 -7.687
C 2.422 -3.077 -6.834
N 1.574 -2.149 -6.035
C 0.647 -2.894 -5.157
C -0.662 -3.000 -5.941
O -1.623 -3.652 -5.121
C -2.955 -3.597 -5.634
H 5.950 -3.253 -7.356
H 5.322 -3.145 -5.637
H 6.436 -1.910 -6.287
H 3.861 -2.994 -8.462
H 2.962 -1.463 -8.158
H 2.937 -3.841 -6.225
H 1.738 -3.671 -7.496
H 2.177 -1.586 -5.384
H 0.536 -2.370 -4.193
H 0.915 -3.893 -4.992
H -0.465 -3.488 -6.923
H -1.104 -2.063 -6.271
H -3.189 -2.565 -5.892
H -3.587 -3.932 -4.821
H -3.108 -4.135 -6.571
C -2.351 -2.025 2.215
O -1.439 -2.401 1.208
C -2.115 -2.649 -0.005
C -1.254 -3.313 -1.050
N -0.040 -2.574 -1.302
C 1.095 -3.175 -0.509
C 2.431 -2.542 -0.743
O 2.795 -2.499 -2.114
C 3.638 -3.538 -2.456
H -2.933 -2.876 2.536
H -2.987 -1.118 1.938
H -1.731 -1.566 2.955
H -2.715 -1.745 -0.354
H -2.920 -3.338 0.155
H -1.870 -3.495 -1.928
H -1.011 -4.312 -0.774
H -0.133 -1.634 -1.097
H 1.177 -4.219 -0.898
H 0.847 -3.309 0.531
H 3.179 -3.177 -0.177
H 2.513 -1.505 -0.312
H 4.673 -3.325 -2.305
H 3.533 -3.687 -3.552
H 3.399 -4.494 -1.905
C -5.464 1.464 1.955
O -4.671 2.497 1.446
C -3.987 3.104 2.504
C -3.307 4.387 1.990
N -4.296 5.227 1.338
C -3.744 6.346 0.619
C -4.764 7.211 -0.063
O -5.350 6.540 -1.220
C -5.829 7.400 -2.262
H -4.924 0.986 2.679
H -5.928 0.935 1.137
H -6.253 1.944 2.562
H -3.252 2.422 2.920
H -4.613 3.332 3.342
H -2.498 4.102 1.329
H -2.941 4.900 2.839
H -4.915 4.648 0.715
H -2.991 6.047 -0.193
H -3.278 7.007 1.382
H -4.208 8.119 -0.429
H -5.601 7.479 0.599
H -6.832 7.760 -1.997
H -5.917 6.838 -3.150
H -5.113 8.234 -2.375
C 5.372 0.950 6.064
O 5.875 0.024 5.112
C 7.220 -0.330 5.216
C 7.658 -1.181 4.014
N 7.455 -0.393 2.793
C 7.725 -1.143 1.566
C 7.487 -0.198 0.433
O 6.241 0.517 0.520
C 5.153 -0.236 0.166
H 5.897 1.864 5.938
H 5.550 0.589 7.083
H 4.329 0.982 5.793
H 7.463 -0.920 6.148
H 7.827 0.577 5.187
H 7.060 -2.061 3.953
H 8.647 -1.479 4.050
H 6.407 -0.165 2.718
H 7.090 -2.013 1.382
H 8.790 -1.453 1.461
H 7.680 -0.702 -0.516
H 8.210 0.549 0.628
H 5.039 -1.135 0.770
H 5.035 -0.455 -0.884
H 4.297 0.365 0.424
C 4.430 5.364 3.485
O 3.761 5.045 2.284
C 4.355 4.006 1.484
C 3.552 3.698 0.281
N 3.393 4.845 -0.597
C 2.402 4.777 -1.602
C 0.954 4.923 -1.067
O 0.884 6.258 -0.469
C -0.096 6.551 0.467
H 5.135 6.193 3.297
H 4.903 4.485 3.897
H 3.652 5.706 4.245
H 4.352 3.164 2.163
H 5.406 4.304 1.167
H 2.584 3.304 0.627
H 4.129 2.941 -0.248
H 3.346 5.666 -0.019
H 2.512 3.806 -2.094
H 2.566 5.579 -2.307
H 0.686 4.162 -0.271
H 0.280 4.841 -1.909
H 0.470 6.942 1.325
H -0.789 5.696 0.804
H -0.850 7.306 0.253
```

Net charge: 0
Kohn-Sham gap (eV): 8.541
E (hartree): -6176.81683
Energy above the lowest of the compared OMol25 structures with the same formula, charge and spin (kJ/mol): 129.9

These are the Löwdin partial charges, in e, on atoms 1 to 2: -0.0512 -0.4933


The following is a quantum chemistry calculation of a 4-piece molecular cluster, C15H27BrN3O13S3 overall at a distorted geometry, from OMol25.

XYZ file:
```
62
Properties=species:S:1:pos:R:3
C 3.415 -1.522 2.844
C 3.331 -2.774 1.742
C 1.783 -2.772 1.177
Br 1.777 -3.648 -0.665
N 0.812 -3.590 2.010
C 1.061 -4.827 2.892
C -0.417 -5.272 3.523
N -1.489 -4.320 2.971
C -0.704 -3.322 2.097
C -1.429 -2.048 1.301
C -1.503 -0.821 2.423
C -0.154 0.118 2.427
N 0.273 0.818 1.135
O 0.660 0.303 3.487
H 2.471 -1.676 3.553
H 3.194 -0.534 2.231
H 4.427 -1.493 3.431
H 3.605 -3.814 2.209
H 4.068 -2.573 0.830
H 1.468 -1.657 1.010
H 2.111 -5.337 3.071
H -0.642 -6.169 4.257
H -2.525 -4.334 3.141
H -0.807 -1.768 0.347
H -2.531 -2.358 0.996
H -1.570 -1.324 3.500
H -2.466 -0.192 2.155
H 1.302 0.621 0.979
H -0.287 0.453 0.319
C 0.255 1.353 -4.814
C 0.325 2.369 -3.677
O -0.169 1.680 -2.530
S 0.222 0.101 -2.652
O 1.424 -0.127 -1.882
O -0.981 -0.682 -2.484
O 0.623 0.103 -4.232
H -0.765 1.262 -5.199
H 0.932 1.605 -5.635
H -0.273 3.261 -3.878
H 1.360 2.663 -3.474
C -4.980 -0.915 -1.114
C -3.740 -0.026 -1.058
O -4.092 1.151 -1.782
S -5.687 1.434 -1.590
O -5.848 2.412 -0.537
O -6.286 1.578 -2.896
O -6.090 -0.028 -0.992
H -5.056 -1.425 -2.080
H -4.993 -1.656 -0.310
H -2.864 -0.505 -1.503
H -3.511 0.266 -0.028
C 2.963 3.606 -0.002
C 2.377 4.980 0.310
O 2.891 5.844 -0.701
S 3.083 4.992 -2.078
O 1.925 5.218 -2.914
O 4.438 5.176 -2.544
O 2.956 3.503 -1.425
H 4.001 3.534 0.339
H 2.378 2.797 0.441
H 2.660 5.338 1.303
H 1.285 4.972 0.224
```

Net charge: +1
Kohn-Sham gap (eV): 8.667
E (hartree): -5498.13089
Energy above the lowest of the compared OMol25 structures with the same formula, charge and spin (kJ/mol): 441.4

These are the natural (NBO) partial charges, in e, on atoms 1 to 2: -0.6288 -0.4312